1.
Below is a structure of composition C20H51B2Cl2NNbO17S4 in a non-equilibrium geometry, with properties calculated with ωB97M-V with the def2-TZVPD basis set.

Computed properties:
Frontier orbital gap   5.85 eV
Total charge   -1
2S+1   1
HOMO level   -4.502 eV

```
98
Properties=species:S:1:pos:R:3:forces:R:3
Nb -1.9108 1.8519 -2.1622 0.211 -3.669 0.239
Cl 0.5180 0.0200 -3.9641 -1.495 -0.287 0.274
Cl -3.8566 -1.0525 -3.4222 2.041 -0.184 -0.532
S 0.9357 -4.3495 -1.0315 -0.584 0.393 0.621
S 2.3057 5.3341 1.6147 0.039 -0.760 0.153
S -3.6488 0.2191 5.8405 0.079 0.120 -0.833
S 6.2423 -4.6096 -1.3120 -0.535 0.352 -0.523
O 2.0872 -5.1806 -1.2755 -0.784 0.175 -0.201
O 1.1967 3.0134 -2.8017 -0.814 0.404 1.648
O -4.8953 2.5503 0.9774 3.645 -1.621 0.101
O 0.8864 2.1357 -0.5141 0.023 -0.977 -1.889
O 0.1797 -3.7570 -2.1036 0.515 -0.722 0.236
O 7.3309 -5.2059 -2.0411 -0.192 0.097 0.634
O -2.7452 2.9573 1.6209 -0.410 -1.907 -1.051
O -1.1477 4.3054 -4.3103 -1.931 -0.126 1.053
O 0.8895 5.3724 1.3709 0.668 0.421 0.008
O -4.9780 -0.1650 6.2366 0.612 0.121 0.273
O 2.5549 5.2974 3.2144 0.170 -0.272 -0.609
O 3.2031 6.2952 1.0260 -0.555 -0.007 0.282
O 5.9784 -4.9435 0.0638 0.532 0.088 -0.408
O -2.7191 0.8032 6.7728 -0.486 -0.491 0.021
O -0.0755 -5.1396 -0.0485 0.589 0.675 -0.158
O 6.3465 -3.0009 -1.4494 -0.416 -0.683 -0.076
O -2.9398 -1.0424 5.1159 -0.216 0.711 0.006
N -3.3688 3.3047 -4.8980 1.067 -1.091 1.073
C -3.4210 0.6286 0.5096 2.184 -0.197 1.374
C -3.4210 -2.9949 6.4881 -0.266 0.069 0.186
C -3.8639 1.9344 -5.1952 -1.674 0.677 -0.925
C 7.2517 -2.3016 -0.5966 0.714 0.402 0.402
C -4.4472 4.1846 -4.3714 -0.077 0.388 -1.311
C -3.7257 2.0925 1.0317 -3.736 1.879 -0.490
C -3.7593 1.2588 4.4144 0.111 -0.155 -0.062
C -2.3634 -2.0599 5.9316 0.157 -0.678 0.504
C -0.2296 -7.4189 -0.8932 0.284 -0.034 -0.168
C 8.6831 -2.4195 -1.0855 0.176 -0.283 -0.059
C -2.0869 -0.9954 -3.9094 2.480 0.878 0.122
C 2.8995 3.7064 1.2609 0.194 0.051 0.174
C -0.9518 -6.1141 -0.6137 -0.445 -0.775 -0.390
C -1.6085 -2.2356 -4.8217 -1.285 0.835 -0.066
C -1.9602 0.5765 -0.2222 -1.661 -0.072 1.185
C 4.7544 -4.8139 -2.2455 0.287 0.308 -0.095
C 1.3957 -3.0737 0.1043 -0.068 -0.074 0.181
C -1.2775 0.0834 -3.4567 -1.305 -2.562 -1.470
C 2.4993 6.5239 3.9394 -0.261 0.707 0.421
C 1.0676 6.9604 4.1885 -0.240 0.057 -0.215
B 0.2950 2.4240 -1.8378 2.607 1.730 0.702
B -2.1600 3.2904 -3.9773 -0.507 2.177 -1.551
H 9.0476 -3.4445 -0.9891 -0.032 0.079 0.008
H -1.1896 5.0026 -3.6168 0.414 -0.816 -0.471
H 2.1502 -2.4518 -0.3774 -0.062 -0.106 -0.107
H -5.2637 3.5734 -3.8506 1.157 0.924 -0.321
H -4.0600 -2.4799 7.2087 0.060 -0.034 -0.052
H 2.3317 2.9874 1.8500 -0.052 0.113 -0.128
H -1.4980 -3.1778 -4.1952 -0.193 1.238 -0.781
H -4.2861 2.1683 4.7010 0.018 -0.107 0.086
H -1.2226 0.9463 0.5617 -0.693 -0.506 -1.059
H -3.3021 -0.0274 1.4553 -0.474 0.934 -1.107
H -2.9562 -3.8442 6.9943 0.048 0.049 -0.076
H -0.9379 -8.1939 -1.1944 -0.024 0.087 0.058
H 3.9603 3.6575 1.5046 -0.076 0.118 0.050
H -2.7202 3.8064 1.1299 -0.356 -0.774 0.190
H 0.3140 -7.7578 -0.0082 -0.121 0.020 -0.019
H 2.7495 3.5164 0.1985 -0.191 0.062 0.089
H -4.9159 4.7100 -5.2868 0.386 -0.616 1.465
H 3.0670 7.3046 3.4246 -0.018 -0.155 -0.121
H 4.5471 -5.8805 -2.3192 0.073 0.066 0.136
H 0.5017 -7.2988 -1.6954 -0.072 -0.013 0.045
H 2.9921 6.3461 4.8982 0.071 -0.263 -0.203
H 3.9428 -4.3114 -1.7290 0.195 -0.109 -0.052
H -2.3644 3.2728 -1.0817 0.354 0.249 -0.339
H -1.7414 -6.2910 0.1199 0.181 0.304 0.090
H -4.0678 -3.3663 5.6900 0.125 -0.004 0.017
H -2.7533 1.5006 4.0741 -0.077 -0.017 0.019
H -1.4316 -5.7262 -1.5169 0.139 0.135 0.073
H 0.4860 6.1472 4.6287 0.102 0.059 0.030
H -4.5489 2.0318 -6.1224 0.921 -0.277 1.201
H 6.9524 -1.2512 -0.6129 -0.256 -0.193 -0.148
H 1.2148 3.9895 -2.6564 0.007 -1.016 -0.352
H 0.5148 -2.4783 0.3418 0.025 -0.063 -0.082
H 1.0390 7.8224 4.8592 0.076 -0.065 0.004
H -4.5439 1.6002 -4.3445 1.022 -0.151 -0.949
H -3.6880 1.5138 -2.3065 -0.730 0.879 0.270
H -4.2409 0.1666 -0.1197 0.811 1.230 0.812
H 1.8087 -3.5327 1.0024 -0.025 -0.013 -0.109
H -3.0590 1.1899 -5.4822 -0.847 1.034 0.707
H 0.5751 7.2414 3.2552 0.049 -0.021 0.071
H 1.1170 1.1762 -0.5849 -0.251 0.935 0.385
H -1.7739 -0.5333 -0.4568 -0.080 1.444 0.205
H 8.7549 -2.1489 -2.1415 -0.042 0.068 0.103
H -2.4377 -2.3610 -5.6116 1.176 -0.097 1.272
H -4.3166 0.7352 3.6378 0.021 0.035 0.095
H 4.9017 -4.3932 -3.2402 0.086 -0.030 0.098
H 7.1569 -2.6482 0.4366 -0.102 -0.122 -0.122
H -1.6826 -2.6278 5.2932 -0.088 0.292 -0.167
H -1.7628 -1.6202 6.7332 -0.103 0.140 -0.090
H -0.6548 -2.0316 -5.3997 -1.088 -0.002 1.093
H -3.9874 4.9913 -3.7153 -0.803 -1.037 -0.593
H 9.3427 -1.7698 -0.5057 -0.104 0.022 -0.015
```
Positions in Å, forces in eV/Å.

=====

2.
Below is a structure of composition C20H51BGaN6O8, with properties calculated with ωB97M-V with the def2-TZVPD basis set.

Computed properties:
Frontier orbital gap   6.38 eV
Total charge   -1
2S+1   1
HOMO level   -4.155 eV

```
87
Properties=species:S:1:pos:R:3:forces:R:3
Ga 1.6269 -1.0751 2.5694 0.035 0.133 0.073
O 1.4260 1.6478 -0.1218 -0.037 0.132 -0.416
O -3.0375 -2.9095 -1.5130 -0.007 0.050 0.188
O -3.1719 -5.3230 -5.0483 0.019 0.000 0.018
O 3.5730 1.2227 1.6581 0.037 -0.267 0.327
O -4.8869 0.2217 -3.4064 -0.049 0.239 -0.043
O -2.2497 3.6036 0.4225 0.167 0.056 -0.012
O 1.6832 3.0498 6.2562 0.047 0.032 0.006
O 4.3759 0.0890 3.5311 0.072 -0.381 -0.163
N 0.9052 0.7498 -2.1385 0.032 0.029 0.182
N -1.7734 -6.4039 -3.6077 -0.051 0.007 -0.059
N 3.8802 3.6442 6.1625 -0.005 -0.060 0.046
N -4.9197 -0.8826 -5.3785 0.003 0.088 0.086
N -2.8817 -1.0457 -0.2128 0.004 -0.037 -0.004
N -0.6891 4.3161 1.9135 0.053 -0.035 -0.148
C -1.1392 3.5099 0.9296 -0.157 0.060 0.244
C -2.6014 -6.3285 -4.6666 0.069 -0.007 0.038
C 2.6898 3.4779 6.7799 -0.002 0.122 -0.089
C 0.6230 4.1133 2.5013 -0.022 -0.065 0.074
C -2.3710 -1.7853 0.9333 0.068 0.079 0.022
C 1.4120 1.7042 -1.3450 -0.034 -0.156 0.139
C 4.0367 3.2387 4.7719 -0.012 0.039 -0.069
C 5.0077 4.2288 6.8450 0.016 -0.057 0.068
C -3.1685 -1.6998 -1.3451 0.009 -0.101 -0.165
C -5.1972 -2.1487 -4.7108 0.024 -0.047 -0.023
C -1.5199 -5.2137 -2.8029 -0.019 -0.013 -0.070
C 5.7044 0.4195 3.1713 0.039 0.281 0.086
C -4.7749 -0.8556 -6.8140 0.045 0.035 -0.018
C -1.5515 5.3678 2.4064 0.000 -0.003 0.049
C -4.7738 0.2221 -4.6178 0.093 -0.347 -0.011
C 0.3347 -0.4427 -1.5190 -0.016 -0.051 -0.024
C 6.3280 -0.6460 2.2602 0.101 -0.015 -0.019
C -1.1212 -7.6396 -3.2435 -0.025 -0.040 -0.017
C -3.0512 0.3933 -0.1048 -0.108 -0.033 -0.035
C 0.9030 0.8710 -3.5748 0.012 0.063 -0.061
B 3.3255 0.2227 2.6020 0.233 0.298 -0.031
H 1.6169 -1.7591 1.0864 -0.056 -0.018 -0.029
H 1.8160 2.5648 -1.9024 0.030 0.028 0.009
H -3.4280 0.7811 -1.0504 0.001 0.022 0.022
H 3.9174 2.1630 4.6361 -0.056 0.035 0.080
H 1.2494 5.0009 2.3736 -0.009 0.009 -0.017
H -1.0332 5.9000 3.2025 -0.019 -0.007 -0.011
H -2.7172 -7.2988 -5.1837 -0.002 -0.002 0.004
H 5.0385 3.5211 4.4508 -0.031 -0.003 -0.050
H -0.0341 -7.5357 -3.2781 -0.003 0.010 -0.010
H -1.4011 -7.9498 -2.2342 -0.010 0.009 -0.001
H -0.8139 -5.4733 -2.0169 -0.006 0.036 0.006
H 1.4685 0.0587 -4.0375 0.006 -0.003 0.013
H -2.1125 0.8930 0.1343 0.023 -0.043 0.005
H -0.3975 2.7518 0.6527 -0.054 -0.114 -0.106
H -3.7662 0.6416 0.6821 0.003 0.001 -0.012
H -3.9589 -1.5047 -7.1397 -0.003 -0.002 0.011
H -4.4039 -2.4090 -4.0087 -0.001 -0.013 -0.024
H 6.2763 0.4895 4.1094 -0.086 0.013 -0.179
H -1.0945 -4.4225 -3.4212 -0.001 0.008 0.013
H -0.0282 -1.1037 -2.3060 0.008 0.012 0.042
H -4.5555 0.1631 -7.1339 -0.004 -0.017 -0.011
H -3.0999 -2.5210 1.2776 -0.012 0.012 -0.030
H -5.2656 -2.9326 -5.4624 0.019 -0.001 0.036
H -0.4924 -0.1722 -0.8660 -0.006 0.008 -0.012
H -2.4836 4.9564 2.7976 0.007 -0.004 0.002
H -1.4462 -2.3058 0.6824 -0.002 0.016 0.000
H -5.6923 -1.1825 -7.3094 -0.005 0.005 0.008
H -3.5483 -1.0662 -2.1569 0.001 0.192 0.154
H -0.1160 0.8482 -3.9685 -0.008 0.003 0.014
H 1.1056 3.2697 2.0091 0.017 0.005 0.022
H 3.3042 3.7460 4.1432 -0.005 -0.037 -0.015
H 5.7482 1.4068 2.6877 -0.066 -0.210 0.008
H 1.0686 -0.9570 -0.8997 0.044 -0.002 0.022
H 4.7236 4.4763 7.8680 0.016 0.000 -0.008
H -2.4306 -4.8228 -2.3565 0.017 -0.025 -0.033
H -2.1520 -1.0777 1.7304 0.043 -0.058 0.004
H 1.7166 -2.2628 3.6542 -0.030 0.023 0.010
H 6.7860 -1.4582 2.8401 -0.178 0.141 -0.105
H 2.7165 3.7993 7.8380 -0.005 -0.021 0.009
H 0.5469 3.8845 3.5667 0.008 -0.012 -0.003
H 1.3623 1.8182 -3.8593 -0.015 -0.029 -0.009
H -1.4152 -8.4248 -3.9398 0.010 -0.003 0.014
H 2.8087 1.3137 1.0758 -0.050 0.007 -0.123
H 0.2616 -0.2177 2.7642 -0.063 -0.065 -0.081
H 5.8536 3.5372 6.8819 -0.010 -0.009 -0.006
H 5.3391 5.1455 6.3494 -0.017 0.004 -0.007
H 5.5561 -1.0835 1.6184 0.141 0.138 0.065
H -6.1336 -2.0897 -4.1552 -0.003 0.010 -0.003
H 7.1037 -0.2073 1.6160 -0.130 -0.098 0.162
H -1.8089 6.0690 1.6100 0.005 -0.005 -0.003
H -4.5109 1.1249 -5.1947 -0.085 0.024 -0.016
```
Positions in Å, forces in eV/Å.

=====

3.
Below is a cluster of 4 separate species, C20H51FNO8PSi in total, with properties calculated with ωB97M-V with the def2-TZVPD basis set.

Computed properties:
Frontier orbital gap   9.34 eV
Total charge   0
SMILES   C[C@H](O)CNCCO[Si@H](C[C@@H](C)F)P(=O)(O)O.CCOCC.CCOCC.CCOCC
2S+1   1
HOMO level   -9.096 eV

```
83
Properties=species:S:1:pos:R:3:forces:R:3
P 0.7336 0.8962 1.0945 -0.136 0.197 0.523
Si 0.5686 -0.9224 -0.2290 -0.116 -0.401 -0.478
F 0.2232 -3.2306 2.9753 -0.044 0.010 -0.037
O 1.9898 1.7806 0.5884 -0.177 -0.007 -0.101
O 5.7610 3.2065 1.1561 -0.021 -0.003 -0.109
O -0.7887 -0.7792 -1.1611 0.519 0.027 0.010
O -5.7529 0.2468 -0.0110 0.038 0.188 -0.145
O 0.2036 -0.8660 7.9715 0.003 0.033 0.084
O -0.5148 1.8597 0.7702 0.126 -0.150 -0.082
O 0.7937 0.5531 2.5177 0.076 -0.106 0.040
O -2.0544 -0.2927 -6.8711 -0.018 0.071 0.160
N -3.0815 -0.3986 -2.5022 -0.184 0.597 -0.217
C -1.6370 -3.3976 1.5526 -0.094 -0.005 0.124
C -1.7581 0.5051 -8.0034 0.012 0.073 -0.083
C -2.0789 -1.6922 -7.0889 -0.001 -0.129 0.013
C 1.1010 -3.1043 7.4756 0.077 0.095 -0.047
C -5.5087 1.4367 -2.0743 -0.113 0.085 0.060
C -0.1128 -2.2084 7.6595 -0.064 -0.104 -0.013
C -0.6223 -0.0996 -2.4155 -0.262 0.185 0.386
C -5.1838 0.1556 -1.3153 0.116 0.096 -0.145
C -0.4156 -2.5807 1.8981 0.112 -0.291 0.154
C 0.5939 -2.4961 0.7532 -0.445 0.199 0.077
C 0.2861 -0.0691 5.6372 -0.076 -0.153 0.119
C -1.9600 0.4612 -2.8761 -0.102 -0.172 -0.092
C 6.9390 2.9350 1.8918 0.094 -0.038 0.035
C -3.6853 -0.0830 -1.1960 0.183 -0.373 -0.040
C 4.8125 4.8425 2.7347 0.152 -0.039 0.019
C -0.7527 -2.2660 -7.5583 0.021 0.114 -0.069
C -2.7591 0.3619 -9.1371 -0.017 -0.128 0.019
C 0.9627 -0.1749 6.9916 0.036 0.079 -0.084
C 6.8053 1.7758 2.8653 -0.112 0.033 0.033
C 4.6269 3.5692 1.9263 -0.101 0.057 0.062
H -1.7663 1.5320 -7.6374 -0.004 -0.012 0.050
H -3.7742 0.5233 -8.7725 0.002 0.043 0.000
H -0.7416 0.3040 -8.3600 -0.013 -0.027 -0.022
H -2.8814 -1.9591 -7.7857 0.023 0.009 -0.029
H 0.0512 -1.9685 -6.8836 -0.006 -0.033 0.028
H -0.4917 -1.9248 -8.5612 -0.014 -0.036 -0.012
H -0.7585 -2.2569 6.7751 0.036 -0.004 -0.024
H 6.4245 0.8905 2.3544 0.033 -0.012 -0.016
H -0.7054 -2.5650 8.5029 0.002 0.043 0.025
H 1.6733 -2.8357 6.5867 -0.029 -0.032 -0.024
H 0.7859 -4.1423 7.3639 -0.015 -0.007 0.012
H 4.3200 2.7409 2.5735 0.006 0.014 0.023
H -0.8049 -3.3545 -7.5827 -0.007 -0.011 0.019
H -0.1875 -0.7831 -3.1450 -0.094 -0.151 -0.021
H -2.0893 1.4815 -2.4956 0.021 0.024 0.162
H 2.3475 1.4454 -0.2393 0.259 0.027 -0.111
H -6.5074 1.7701 -1.7982 -0.065 -0.047 -0.049
H -2.5468 1.0934 -9.9171 0.005 0.021 0.007
H 1.5928 -2.6401 1.1640 0.101 0.123 0.017
H -5.4945 1.2909 -3.1539 0.076 -0.005 -0.047
H 1.9548 -0.6303 6.8877 -0.009 -0.018 -0.017
H -2.7203 -0.6280 -9.5938 0.024 0.017 -0.026
H 0.1973 -1.0416 5.1499 0.045 0.021 -0.052
H 5.5480 4.7182 3.5311 -0.037 -0.005 0.029
H -0.6894 -1.6012 2.2898 0.042 0.094 -0.025
H 3.8235 3.7112 1.2049 0.028 -0.030 -0.045
H -2.2985 -3.4624 2.4149 -0.046 0.054 0.013
H -0.2431 2.6022 0.2257 -0.076 0.274 -0.119
H 1.7492 -0.9017 -1.1339 0.079 0.093 0.023
H -3.7919 -0.2369 -3.2045 -0.011 -0.197 -0.077
H -1.9293 0.5403 -3.9647 0.024 -0.027 -0.047
H 7.6943 2.6974 1.1422 -0.027 0.012 -0.038
H -0.7180 0.3455 5.7443 0.013 0.042 0.005
H 3.8688 5.1293 3.1989 -0.019 -0.003 -0.012
H -1.3364 -4.4102 1.2859 0.038 -0.028 -0.082
H -5.6146 -0.6864 -1.8688 -0.131 -0.083 0.111
H -2.3430 -2.1255 -6.1238 -0.009 0.049 0.026
H -4.8167 2.2413 -1.8255 0.068 -0.001 0.061
H 1.1169 0.8222 7.4054 -0.029 -0.013 0.054
H 7.7768 1.5387 3.3000 0.017 -0.001 -0.016
H -6.1446 -0.5964 0.2079 -0.048 -0.229 0.161
H 0.8585 0.5718 4.9714 0.013 0.015 -0.037
H 1.7639 -3.0287 8.3389 -0.021 -0.028 0.024
H -2.1879 -2.9607 0.7202 0.032 0.074 -0.067
H 0.4100 -3.3035 0.0399 0.114 -0.103 -0.015
H 7.2833 3.8356 2.4131 -0.018 -0.010 0.030
H 5.1509 5.6564 2.0918 -0.041 0.012 -0.013
H 0.0703 0.7419 -2.2906 0.120 -0.005 -0.108
H -3.2342 0.8021 -0.7388 0.086 0.056 -0.026
H -3.5031 -0.9142 -0.5133 -0.054 -0.005 0.101
H 6.1242 2.0071 3.6853 0.029 0.006 0.018
```
Positions in Å, forces in eV/Å.

=====

Look up the HOMO level of the second one. -4.155 eV